{"formula": "C12H27N3ReS3", "method": "ωB97M-V/def2-TZVPD", "multiplicity": 2, "gap_ha": [0.254, 0.258], "total_energy_ev": -51944.1705, "charge": 4, "s_squared": 0.759, "species": ["Re", "C", "C", "S", "C", "C", "S", "C", "C", "S", "H", "H", "H", "H", "H", "H", "H", "H", "H", "H", "H", "H", "C", "C", "N", "C", "C", "N", "C", "C", "N", "H", "H", "H", "H", "H", "H", "H", "H", "H", "H", "H", "H", "H", "H", "H"], "positions_angstrom": [[-0.066, -0.079, -0.044], [0.809, 2.862, 1.217], [1.042, 2.028, 2.462], [0.147, 0.431, 2.395], [1.412, -0.812, 2.850], [2.640, -0.814, 1.954], [2.227, -1.002, 0.176], [3.269, 0.231, -0.669], [2.986, 1.642, -0.226], [1.200, 2.024, -0.361], [-0.227, 3.194, 1.121], [1.422, 3.769, 1.225], [2.093, 1.825, 2.656], [0.640, 2.549, 3.334], [1.683, -0.598, 3.888], [0.888, -1.771, 2.858], [3.256, 0.076, 2.061], [3.264, -1.678, 2.194], [4.313, -0.049, -0.495], [3.076, 0.074, -1.732], [3.304, 1.858, 0.792], [3.497, 2.346, -0.889], [-2.338, 1.409, -0.965], [-3.068, 0.455, -0.022], [-2.134, -0.643, 0.454], [-2.444, -2.025, -0.084], [-1.170, -2.721, -0.504], [-0.265, -1.801, -1.284], [-0.672, -1.447, -2.694], [-1.674, -0.331, -2.677], [-1.220, 0.702, -1.673], [-1.908, 2.258, -0.425], [-3.018, 1.832, -1.709], [-3.932, -0.011, -0.493], [-3.440, 1.002, 0.842], [-2.220, -0.687, 1.468], [-3.148, -1.931, -0.908], [-2.946, -2.605, 0.690], [-1.382, -3.599, -1.119], [-0.603, -3.074, 0.362], [0.621, -2.301, -1.370], [-1.053, -2.335, -3.202], [0.239, -1.141, -3.210], [-2.677, -0.654, -2.410], [-1.742, 0.131, -3.663], [-0.680, 1.410, -2.173]]}